# 1
{
  "formula": "C21H27N7O2",
  "method": "the ωB97M-V functional and the def2-TZVPD basis",
  "symbols": ["C", "C", "O", "C", "C", "C", "C", "N", "C", "O", "C", "C", "C", "N", "N", "C", "C", "C", "C", "N", "C", "C", "N", "C", "C", "C", "N", "N", "C", "C", "H", "H", "H", "H", "H", "H", "H", "H", "H", "H", "H", "H", "H", "H", "H", "H", "H", "H", "H", "H", "H", "H", "H", "H", "H", "H", "H"],
  "coordinates": [[-2.206, -5.278, 0.255], [-2.475, -3.990, -0.516], [-2.294, -2.832, 0.273], [-1.030, -2.421, 0.593], [0.149, -2.926, 0.057], [1.363, -2.362, 0.404], [1.430, -1.291, 1.288], [2.678, -0.700, 1.518], [2.920, 0.565, 1.975], [2.111, 1.254, 2.554], [4.319, 1.047, 1.632], [4.290, 1.674, 0.221], [3.820, 0.707, -0.802], [4.547, -0.157, -1.478], [3.759, -0.884, -2.263], [2.518, -0.476, -2.073], [1.267, -0.886, -2.579], [0.157, -0.292, -2.077], [0.271, 0.739, -1.074], [-0.822, 1.301, -0.530], [-2.168, 0.961, -0.942], [-3.172, 1.894, -0.267], [-2.752, 3.262, -0.481], [-3.764, 4.234, -0.143], [-1.464, 3.556, 0.146], [-0.714, 2.279, 0.526], [1.447, 1.163, -0.647], [2.514, 0.542, -1.140], [0.255, -0.818, 1.865], [-0.955, -1.376, 1.515], [-2.408, -6.135, -0.381], [-1.173, -5.320, 0.591], [-2.852, -5.325, 1.128], [-1.857, -3.942, -1.422], [-3.526, -3.948, -0.816], [0.145, -3.744, -0.646], [2.270, -2.751, -0.040], [3.445, -1.162, 1.046], [4.614, 1.811, 2.351], [5.038, 0.228, 1.656], [5.294, 2.006, -0.043], [3.609, 2.527, 0.227], [1.230, -1.661, -3.328], [-0.819, -0.589, -2.417], [-2.260, 1.093, -2.026], [-2.402, -0.080, -0.685], [-3.286, 1.637, 0.800], [-4.146, 1.756, -0.743], [-3.399, 5.225, -0.409], [-4.025, 4.232, 0.928], [-4.664, 4.030, -0.721], [-1.590, 4.162, 1.055], [-0.873, 4.136, -0.571], [0.340, 2.486, 0.699], [-1.130, 1.856, 1.447], [0.302, -0.004, 2.567], [-1.874, -1.011, 1.945]],
  "nbo_charge": [-0.64, -0.06, -0.52, 0.35, -0.31, -0.25, 0.20, -0.63, 0.69, -0.61, -0.48, -0.43, 0.28, -0.27, -0.29, 0.23, -0.15, -0.27, 0.41, -0.40, -0.21, -0.23, -0.45, -0.40, -0.21, -0.24, -0.34, -0.15, -0.24, -0.28, 0.22, 0.21, 0.22, 0.16, 0.19, 0.22, 0.22, 0.40, 0.24, 0.22, 0.24, 0.24, 0.24, 0.23, 0.20, 0.20, 0.16, 0.21, 0.20, 0.16, 0.20, 0.18, 0.20, 0.27, 0.19, 0.26, 0.22],
  "smiles": "CCOc1ccc(NC(=O)CCc2nnc3ccc(N4CCN(C)CC4)nn23)cc1",
  "charge": 0
}

# 2
{
  "formula": "C21H27NO3",
  "method": "the ωB97M-V functional and the def2-TZVPD basis",
  "symbols": ["C", "C", "C", "N", "C", "C", "O", "C", "O", "C", "C", "C", "C", "C", "C", "C", "O", "C", "C", "C", "C", "C", "C", "C", "C", "H", "H", "H", "H", "H", "H", "H", "H", "H", "H", "H", "H", "H", "H", "H", "H", "H", "H", "H", "H", "H", "H", "H", "H", "H", "H", "H"],
  "coordinates": [[-4.864, -2.271, -0.881], [-3.975, -1.545, -1.882], [-2.925, -0.679, -1.191], [-2.043, -1.493, -0.372], [-1.004, -0.730, 0.293], [-0.295, -1.652, 1.288], [-1.230, -2.258, 2.145], [0.707, -0.873, 2.149], [1.680, -0.216, 1.369], [2.538, -0.954, 0.604], [2.943, -2.248, 0.916], [3.826, -2.926, 0.095], [4.302, -2.338, -1.064], [3.890, -1.060, -1.393], [3.030, -0.349, -0.564], [2.616, 1.021, -0.984], [2.169, 1.232, -2.086], [2.884, 2.113, 0.027], [2.041, 3.366, -0.232], [0.599, 3.123, 0.116], [0.207, 3.033, 1.446], [-1.117, 2.809, 1.778], [-2.069, 2.676, 0.782], [-1.687, 2.757, -0.546], [-0.361, 2.974, -0.876], [-4.263, -2.909, -0.239], [-5.597, -2.886, -1.398], [-5.393, -1.555, -0.256], [-4.586, -0.906, -2.523], [-3.474, -2.275, -2.522], [-3.418, 0.036, -0.525], [-2.365, -0.103, -1.946], [-1.616, -2.209, -0.956], [-1.485, 0.083, 0.845], [-0.273, -0.281, -0.398], [0.247, -2.433, 0.724], [-2.048, -2.338, 1.631], [0.181, -0.071, 2.673], [1.150, -1.542, 2.894], [2.572, -2.731, 1.806], [4.135, -3.925, 0.363], [4.980, -2.874, -1.710], [4.234, -0.588, -2.301], [3.948, 2.354, -0.065], [2.712, 1.731, 1.031], [2.431, 4.187, 0.374], [2.127, 3.638, -1.285], [0.944, 3.148, 2.228], [-1.409, 2.745, 2.817], [-3.106, 2.513, 1.041], [-2.426, 2.653, -1.328], [-0.064, 3.027, -1.913]],
  "nbo_charge": [-0.61, -0.40, -0.21, -0.65, -0.24, 0.07, -0.73, -0.07, -0.51, 0.31, -0.29, -0.18, -0.24, -0.17, -0.14, 0.59, -0.54, -0.51, -0.44, 0.08, -0.24, -0.22, -0.24, -0.20, -0.24, 0.21, 0.21, 0.20, 0.20, 0.19, 0.18, 0.17, 0.36, 0.20, 0.19, 0.15, 0.49, 0.20, 0.18, 0.22, 0.22, 0.22, 0.22, 0.24, 0.24, 0.22, 0.23, 0.21, 0.21, 0.21, 0.21, 0.22],
  "smiles": "CCCNC[C@H](O)COc1ccccc1C(=O)CCc1ccccc1",
  "charge": 0
}

# 3
{
  "formula": "C21H27NO5",
  "method": "the ωB97M-V functional and the def2-TZVPD basis",
  "symbols": ["C", "C", "O", "C", "C", "C", "C", "O", "C", "C", "C", "C", "O", "N", "C", "C", "O", "C", "C", "C", "C", "C", "C", "O", "C", "C", "C", "H", "H", "H", "H", "H", "H", "H", "H", "H", "H", "H", "H", "H", "H", "H", "H", "H", "H", "H", "H", "H", "H", "H", "H", "H", "H", "H"],
  "coordinates": [[7.670, 0.231, 0.167], [6.986, -0.745, -0.787], [5.906, -1.428, -0.188], [4.725, -0.776, 0.023], [4.402, 0.495, -0.430], [3.153, 1.043, -0.174], [2.201, 0.335, 0.545], [0.949, 0.778, 0.873], [0.530, 2.057, 0.440], [0.098, 2.074, -1.029], [-1.182, 1.261, -1.254], [-2.384, 2.014, -0.705], [-2.909, 2.931, -1.306], [-2.771, 1.630, 0.531], [-3.975, 2.136, 1.144], [-5.162, 1.195, 0.871], [-4.833, -0.120, 1.287], [-4.513, -1.025, 0.304], [-5.400, -1.358, -0.707], [-5.071, -2.327, -1.641], [-3.854, -2.972, -1.561], [-2.952, -2.648, -0.559], [-3.263, -1.669, 0.372], [-2.425, -1.235, 1.362], [-1.192, -1.890, 1.538], [2.530, -0.943, 1.003], [3.766, -1.488, 0.747], [6.982, 1.010, 0.484], [8.015, -0.301, 1.050], [8.523, 0.690, -0.326], [6.664, -0.233, -1.703], [7.684, -1.539, -1.068], [5.105, 1.085, -0.995], [2.951, 2.035, -0.547], [1.317, 2.800, 0.618], [-0.323, 2.302, 1.079], [-0.076, 3.106, -1.336], [0.897, 1.657, -1.644], [-1.337, 1.129, -2.325], [-1.084, 0.282, -0.785], [-2.409, 0.775, 0.933], [-4.185, 3.119, 0.719], [-3.812, 2.216, 2.221], [-5.405, 1.218, -0.196], [-6.033, 1.519, 1.449], [-6.358, -0.863, -0.750], [-5.772, -2.578, -2.422], [-3.592, -3.733, -2.280], [-2.001, -3.156, -0.521], [-1.331, -2.950, 1.771], [-0.552, -1.790, 0.654], [-0.715, -1.390, 2.379], [1.797, -1.493, 1.571], [4.019, -2.475, 1.099]],
  "nbo_charge": [-0.64, -0.06, -0.50, 0.28, -0.30, -0.24, 0.26, -0.51, -0.07, -0.42, -0.49, 0.68, -0.64, -0.64, -0.25, -0.07, -0.52, 0.23, -0.24, -0.23, -0.21, -0.30, 0.32, -0.52, -0.26, -0.23, -0.24, 0.21, 0.22, 0.21, 0.17, 0.19, 0.22, 0.21, 0.18, 0.20, 0.23, 0.21, 0.24, 0.21, 0.42, 0.23, 0.20, 0.19, 0.19, 0.22, 0.22, 0.22, 0.22, 0.18, 0.18, 0.21, 0.21, 0.22],
  "smiles": "CCOc1ccc(OCCCC(=O)NCCOc2ccccc2OC)cc1",
  "charge": 0
}

Sequential gap between HOMO and LUMO output: 8.25 9.56 8.73 eV
Sequential relative energy (zero: lowest compared OMol25 entry of this formula, charge and spin) output: 0.0 63.6 43.3 kcal/mol
Sequential LUMO energy output: 0.34 0.74 0.74 eV